C49H30N2O11S2 | the ωB97M-V functional and the def2-TZVPD basis

Last column: Löwdin charge in e.
Cartesian coordinates (Å):
C: 7.92 -0.96 -1.69  0.02
C: 6.59 -0.72 -1.73  -0.15
C: 5.93 0.33 -2.65  -0.10
C: 6.11 1.78 -2.15  -0.39
N: 5.02 2.40 -1.37  0.21
C: 4.25 1.59 -0.84  -0.24
O: 3.36 0.89 -0.58  0.19
O: 7.25 1.88 -1.27  -0.15
S: 8.36 3.01 -1.68  0.66
O: 9.61 2.33 -1.57  -0.22
O: 8.29 4.24 -0.96  -0.22
O: 7.83 3.24 -3.20  -0.13
C: 6.43 2.89 -3.22  -0.28
N: 6.06 2.61 -4.61  0.13
C: 4.86 2.47 -4.78  -0.73
S: 3.43 1.85 -5.04  0.76
H: 8.41 -0.93 -0.70  0.08
H: 8.56 -1.24 -2.55  0.08
H: 5.94 -1.34 -1.09  0.11
H: 4.89 0.05 -2.90  0.11
H: 6.50 0.26 -3.61  0.14
H: 5.92 3.81 -2.89  0.16
O: -4.19 0.42 0.47  0.10
C: -3.08 0.34 0.95  -0.28
C: -2.89 -0.10 2.36  -0.08
C: -4.01 -0.43 3.12  0.00
C: -3.85 -0.88 4.43  -0.06
C: -2.58 -0.99 4.98  -0.05
C: -1.46 -0.64 4.23  0.00
C: -1.62 -0.19 2.92  -0.08
C: -0.42 0.20 2.14  -0.28
O: 0.69 0.17 2.64  0.11
C: -0.60 0.62 0.72  -0.07
C: 0.52 0.95 -0.04  0.00
C: 0.37 1.31 -1.37  -0.05
C: -0.90 1.33 -1.95  -0.05
C: -2.02 1.02 -1.19  0.00
C: -1.87 0.66 0.15  -0.08
H: -5.00 -0.35 2.70  0.11
H: -4.72 -1.14 5.02  0.10
H: -2.45 -1.35 5.99  0.11
H: -0.47 -0.72 4.66  0.12
H: 1.50 0.92 0.40  0.09
H: 1.24 1.56 -1.96  0.09
H: -1.01 1.60 -2.99  0.11
H: -3.00 1.04 -1.64  0.12
O: -9.11 5.37 6.96  0.11
C: -8.45 4.37 6.74  -0.28
C: -7.85 3.60 7.85  -0.08
C: -8.06 4.00 9.16  0.00
C: -7.54 3.27 10.21  -0.06
C: -6.80 2.12 9.96  -0.06
C: -6.57 1.72 8.65  0.00
C: -7.08 2.46 7.60  -0.08
C: -6.81 2.03 6.20  -0.27
O: -6.10 1.06 5.97  0.10
C: -7.43 2.79 5.09  -0.08
C: -7.21 2.38 3.77  0.00
C: -7.80 3.06 2.73  -0.05
C: -8.62 4.16 2.98  -0.05
C: -8.83 4.58 4.29  0.00
C: -8.23 3.90 5.34  -0.08
H: -8.64 4.90 9.36  0.12
H: -7.71 3.58 11.23  0.11
H: -6.40 1.54 10.78  0.11
H: -5.98 0.82 8.46  0.12
H: -6.58 1.52 3.57  0.11
H: -7.64 2.74 1.71  0.11
H: -9.09 4.69 2.16  0.11
H: -9.46 5.44 4.49  0.12
O: 4.91 -2.74 -4.65  0.09
C: 4.27 -3.61 -5.21  -0.28
C: 4.13 -3.62 -6.69  -0.08
C: 4.76 -2.64 -7.44  0.00
C: 4.67 -2.67 -8.82  -0.06
C: 3.95 -3.67 -9.46  -0.05
C: 3.30 -4.64 -8.71  0.00
C: 3.39 -4.62 -7.32  -0.08
C: 2.68 -5.66 -6.53  -0.28
O: 1.98 -6.49 -7.08  0.11
C: 2.83 -5.66 -5.05  -0.08
C: 2.20 -6.64 -4.30  0.00
C: 2.37 -6.67 -2.92  -0.05
C: 3.16 -5.72 -2.29  -0.05
C: 3.78 -4.72 -3.04  0.00
C: 3.61 -4.69 -4.42  -0.08
H: 5.33 -1.86 -6.95  0.12
H: 5.17 -1.90 -9.41  0.11
H: 3.89 -3.70 -10.54  0.11
H: 2.74 -5.42 -9.21  0.12
H: 1.59 -7.39 -4.78  0.12
H: 1.88 -7.44 -2.34  0.11
H: 3.30 -5.75 -1.22  0.11
H: 4.40 -3.98 -2.55  0.12

Summary:
Energy (eV): -98470.2336
Orbital gap (eV): 7.67
HOMO (eV): -8.9
Net charge: 0